w.
Below is the molecule C3H7NSi, with properties calculated with ωB97M-V/def2-TZVPD.

Computed properties:
Spin multiplicity: 1
LUMO energy: 0.027 Eh
HOMO level: -11.0 eV
Structure (SMILES): C[C@H]([SiH3])C#N

Geometry (Å):
C: 0.45476 1.33957 -0.22232
C: -0.35559 0.18997 0.39203
Si: 0.56439 -1.44392 -0.12142
C: -2.03907 0.11947 0.01479
N: -3.17789 0.00876 -0.06442
H: 0.17665 2.33769 0.25358
H: 1.46049 1.21059 -0.11331
H: 0.28942 1.42314 -1.23973
H: -0.34300 0.07047 1.46569
H: 1.82738 -0.98343 0.63885
H: 1.05489 -1.61573 -1.54746
H: 0.08757 -2.65658 0.54374

x.
Below is the molecule C3H7NSi, with properties calculated with ωB97M-V/def2-TZVPD.

Computed properties:
Spin multiplicity: 1
LUMO energy (alpha / beta): -0.022 / -0.022 Eh
HOMO level (alpha / beta): -8.8 / -8.9 eV
Structure (SMILES): [H]/N=C/C=C/[SiH3]

Geometry (Å):
H: 3.82136 0.34614 -0.04119
N: 2.99212 -0.36398 -0.13857
C: 1.89941 0.26195 -0.08732
C: 0.65678 -0.39158 0.17105
C: -0.78450 0.40348 0.36140
Si: -2.45360 -0.25474 -0.02155
H: 1.80180 1.31626 0.04961
H: 0.55713 -1.50772 -0.06074
H: -0.48409 1.52068 0.34578
H: -2.12421 -1.32655 -1.10587
H: -3.01814 1.08533 -0.51863
H: -2.86406 -1.08926 1.04604

Which one sits at the bottom of the stability order? x does.